No. 1
# C16H30FeN3O3P2

A molecular structure, C16H30FeN3O3P2 (the ωB97M-V functional and the def2-TZVPD basis, the OMol25 dataset).

Calculated values
Max |F| = 1.1 eV Å⁻¹
Total charge = +2
⟨S²⟩ = 0.90
Highest occupied orbital energy (alpha / beta) = -14.15 / -14.10 eV
2S+1 = 2

The geometry in XYZ format:
```
55
Properties=species:S:1:pos:R:3:forces:R:3:mulliken_charge:R:1
Fe -0.2758 0.0395 0.3710 0.7 -0.5 -0.7 0.177
C 2.7389 0.5128 1.5061 0.1 0.1 -0.1 -1.433
O 1.8608 -0.2457 0.6566 0.0 0.4 0.3 0.611
C 2.6050 -0.9807 -0.3332 0.0 -0.2 0.0 -0.549
C 1.5942 -1.7904 -1.1089 0.1 0.1 0.0 -1.014
O 0.5140 -0.9150 -1.4543 -0.1 -0.4 0.1 -0.185
C 0.7730 -0.0636 -2.5830 -0.1 0.0 -0.1 -0.621
C -0.0378 1.1773 -2.3256 0.0 0.0 0.0 -0.752
O 0.2838 1.6360 -0.9940 -0.3 0.2 -0.1 -0.227
C 1.4713 2.4446 -0.9423 0.1 0.0 -0.1 -0.950
H 3.3818 -0.1565 2.0773 0.0 0.0 0.0 0.326
H 2.1291 1.1096 2.1804 0.0 0.0 0.0 0.411
H 3.3578 1.1769 0.9009 0.0 0.0 0.0 0.412
H 3.3254 -1.6350 0.1637 0.0 0.0 0.0 0.482
H 3.1599 -0.2732 -0.9549 0.0 0.0 0.0 0.390
H 1.1679 -2.5874 -0.4997 0.0 0.0 0.0 0.301
H 2.0388 -2.2431 -1.9963 0.0 0.0 0.0 0.487
H 0.4647 -0.5600 -3.5046 0.0 0.0 0.0 0.461
H 1.8394 0.1580 -2.6500 0.0 0.0 0.0 0.337
H -1.1035 0.9469 -2.3250 0.0 0.0 0.0 0.283
H 0.1479 1.9607 -3.0611 0.1 0.0 0.0 0.544
H 1.2888 3.3839 -1.4640 0.0 0.0 0.0 0.306
H 2.3140 1.9274 -1.4028 0.0 0.0 0.0 0.355
H 1.6991 2.6395 0.1003 0.0 0.0 0.0 0.270
C 1.0165 -1.3931 3.3648 0.0 0.0 0.0 -1.278
P -0.4520 -0.7808 2.5068 -0.5 -0.2 0.0 1.000
C -1.6164 -2.1664 2.5900 0.1 0.0 0.0 -1.461
C -1.2023 0.4924 3.5841 0.1 0.0 0.0 -1.102
C -2.2701 1.2046 2.7618 0.0 0.1 -0.1 -0.873
P -1.4963 1.7272 1.1959 -0.2 -0.2 0.3 1.410
C -2.8363 2.1722 0.0762 0.1 0.1 0.0 -1.327
C -0.5861 3.2440 1.5692 -0.1 0.0 0.0 -1.514
H 0.6607 -1.8516 4.2890 0.1 0.0 0.0 0.539
H 1.7082 -0.5946 3.6164 0.0 0.0 0.0 0.390
H 1.5326 -2.1486 2.7738 0.0 0.0 0.0 0.374
H -1.6891 -2.5058 3.6246 0.0 0.0 0.0 0.521
H -1.2760 -2.9993 1.9732 0.0 0.0 0.0 0.444
H -2.6086 -1.8712 2.2570 0.0 0.0 0.0 0.276
H -0.4237 1.1833 3.9188 0.0 0.0 0.0 0.413
H -1.6075 0.0142 4.4777 0.0 0.0 0.0 0.562
H -2.6987 2.0674 3.2748 0.0 0.0 0.0 0.634
H -3.0994 0.5350 2.5179 0.0 0.0 0.0 0.398
H -3.4284 2.9591 0.5478 0.0 0.0 0.0 0.501
H -3.4664 1.3053 -0.1115 0.0 0.0 0.0 0.373
H -2.4516 2.5479 -0.8713 0.0 0.0 0.0 0.348
H -1.2676 3.9121 2.0991 0.0 0.0 0.0 0.506
H -0.2648 3.7341 0.6534 0.0 0.0 0.0 0.412
H 0.2822 3.0590 2.2015 0.0 0.0 0.0 0.362
N -1.8207 -0.8337 -0.1275 0.5 0.8 0.3 -0.384
C -2.6235 -1.6633 -0.3375 -0.5 -0.6 -0.3 0.710
C -3.5632 -2.6190 -0.5394 0.4 0.4 0.1 0.204
C -4.5594 -2.7297 0.4700 0.0 0.0 0.1 0.013
N -5.2807 -2.7317 1.3660 0.0 0.0 0.0 -0.425
C -3.4870 -3.4385 -1.6964 -0.2 -0.2 -0.1 -0.093
N -3.4302 -4.0909 -2.6410 0.1 0.0 0.0 -0.354
```
Positions in Å, forces in eV/Å.


No. 2
# C16H30FeO10

A molecular structure, C16H30FeO10 (the ωB97M-V functional and the def2-TZVPD basis, the OMol25 dataset).

Calculated values
Max |F| = 14.4 eV Å⁻¹
⟨S²⟩ = 6.01
Highest occupied orbital energy (alpha / beta) = -5.32 / -5.21 eV
2S+1 = 5

The geometry in XYZ format:
```
57
Properties=species:S:1:pos:R:3:forces:R:3:mulliken_charge:R:1
Fe 28.6063 10.7753 2.4533 -0.7 0.0 1.0 1.210
C 27.8681 11.0872 4.5818 3.6 -1.6 -8.0 0.853
O 28.1814 9.9009 4.2776 0.1 -9.6 4.1 -0.745
O 27.1176 11.4643 3.6923 -13.6 3.7 -2.7 -0.728
O 28.8612 11.7548 4.2978 10.3 7.5 5.3 -0.751
C 31.7939 9.8195 -0.2600 -0.6 0.2 -0.2 -1.334
C 31.2352 9.3300 1.0573 0.6 1.3 0.1 1.107
O 30.2050 9.7614 1.5319 0.8 -0.6 -0.2 -0.591
C 32.2245 8.4565 1.7475 0.3 -1.0 1.1 -1.522
H 31.4484 10.8251 -0.4999 -0.1 0.0 0.2 0.263
H 31.4208 9.1737 -1.0549 0.3 -0.2 -0.1 0.338
H 32.8815 9.8064 -0.1880 -0.2 -0.1 -0.4 0.476
H 32.0992 8.3325 2.8232 -0.4 0.4 0.0 0.361
H 33.2425 8.7989 1.5619 -0.1 0.2 0.0 0.437
H 32.2227 7.4320 1.3752 -0.2 -0.1 -0.4 0.379
O 27.3166 11.3402 0.5939 -2.4 1.0 -2.4 0.023
C 26.8010 11.6987 -0.4871 2.2 -0.4 2.3 0.752
O 25.5413 12.0836 -0.7216 1.2 -0.3 0.1 -0.368
C 24.6593 12.3078 0.3730 0.1 2.2 0.9 -0.131
C 25.0665 13.4755 1.3067 0.7 -0.1 0.4 -1.089
C 27.6199 11.7796 -1.7423 -1.0 -0.9 -0.3 -1.235
H 24.5848 11.4032 0.9764 -0.6 0.0 -0.2 0.215
H 23.7894 12.7550 -0.1080 -0.5 -1.2 -0.1 0.343
H 25.8574 13.1814 1.9966 -0.3 -0.2 0.4 0.177
H 24.1842 13.8490 1.8264 -0.1 -0.6 0.4 0.415
H 25.4246 14.4102 0.8752 0.1 -0.2 -1.0 0.318
H 28.0047 12.7859 -1.9079 0.0 -0.1 0.0 0.246
H 26.8784 11.4897 -2.4868 0.3 0.4 -0.7 0.454
H 28.3898 11.0083 -1.7616 0.2 0.4 0.3 0.225
O 29.6204 12.5374 1.3965 1.7 1.5 -0.4 -0.233
C 29.9536 13.7295 1.3300 -1.8 -2.3 1.1 0.501
O 31.1496 14.2233 1.4232 1.6 0.0 -0.6 -0.385
C 32.3308 13.3834 1.4936 0.6 0.2 1.6 0.116
C 32.6223 13.0750 2.9696 -0.5 -0.1 0.4 -1.127
C 28.9276 14.7759 1.2183 -1.1 0.8 -1.0 -0.695
H 33.1695 14.0208 1.2139 -0.3 0.1 -0.7 0.276
H 32.2825 12.5110 0.8420 -0.4 0.1 0.1 -0.055
H 32.7970 13.9921 3.5322 0.0 0.3 -0.3 0.352
H 33.5213 12.4828 3.1397 0.0 -0.2 -0.4 0.381
H 31.7893 12.6086 3.4957 -0.1 -0.3 -0.3 0.259
H 27.9914 14.2998 0.9269 0.0 0.0 0.4 -0.119
H 29.1562 15.4642 0.4047 0.3 0.1 0.0 0.389
H 28.7846 15.3963 2.1030 0.2 -0.4 0.2 0.311
O 27.7666 8.8534 1.5811 -0.9 -4.3 -1.5 -0.346
C 27.2100 7.8716 1.0198 1.0 2.6 2.9 0.519
O 27.3063 6.5481 1.2654 -0.5 1.3 -1.0 -0.377
C 27.8966 5.9925 2.3855 1.2 -0.4 2.3 -0.113
C 27.1712 6.2122 3.7476 -0.1 0.3 -0.8 -0.997
C 26.0521 8.0539 0.1628 -0.6 0.7 -1.7 -0.717
H 28.9053 6.3906 2.4962 0.2 0.0 0.0 0.169
H 27.9751 4.9332 2.1408 0.0 0.0 0.1 0.316
H 26.1669 5.7901 3.7835 0.0 -0.2 -0.2 0.325
H 27.0658 7.2748 3.9663 0.2 0.2 0.0 0.208
H 27.7502 5.7653 4.5558 0.1 0.0 -0.2 0.358
H 25.7901 9.1119 0.1656 -0.5 -0.2 0.5 -0.073
H 25.3293 7.3118 0.5019 -0.4 0.6 -0.3 0.379
H 26.2568 7.8906 -0.8953 0.2 -0.5 -0.1 0.281
```
Positions in Å, forces in eV/Å.


No. 3
# C16H30GaN2O6

A molecular structure, C16H30GaN2O6 (the ωB97M-V functional and the def2-TZVPD basis, the OMol25 dataset).

Calculated values
Max |F| = 0.3 eV Å⁻¹
Total charge = -1
Highest occupied orbital energy = -4.72 eV

The geometry in XYZ format:
```
55
Properties=species:S:1:pos:R:3:forces:R:3:mulliken_charge:R:1
O -3.4192 1.5580 -2.0153 0.0 0.0 0.1 -0.620
C -3.2252 0.1544 -2.1742 0.0 0.0 0.0 0.414
C -2.7034 -0.1389 -3.5836 0.1 0.1 -0.1 -0.611
O -1.6226 -1.0448 -3.5994 0.0 -0.1 0.1 -0.360
C -0.3615 -0.4815 -3.2029 0.0 0.0 0.1 -0.100
O 0.4094 -1.4356 -2.5986 0.0 0.2 -0.2 -0.419
C 0.2467 -1.5287 -1.1588 -0.1 0.0 0.2 -0.020
Ga 0.9564 0.0310 -0.0054 -0.1 0.0 -0.1 0.110
C -0.6151 1.2820 0.4672 -0.1 0.0 0.0 0.437
O -0.2902 2.6704 0.7502 0.0 0.0 0.1 -0.436
C 0.1872 3.3342 -0.3525 0.0 0.0 -0.1 -0.009
O 1.0869 4.3302 0.1022 -0.1 0.0 0.1 -0.397
C 1.3136 5.3278 -0.8627 0.0 0.0 0.0 -0.434
C 0.2912 6.4490 -0.7329 0.0 -0.1 0.0 -0.284
O 0.5229 7.4191 -1.7563 0.0 0.1 0.0 -0.526
H -3.2279 1.7872 -1.0991 0.0 0.0 -0.1 0.324
H -4.1739 -0.3671 -1.9980 0.1 0.0 0.0 0.246
H -2.4970 -0.2267 -1.4546 0.0 0.0 0.0 -0.184
H -3.4813 -0.6009 -4.1944 0.0 0.0 0.0 0.278
H -2.4373 0.8201 -4.0515 0.0 -0.1 0.1 0.323
H -0.5382 0.3782 -2.5380 0.0 0.0 0.0 0.002
H 0.1505 -0.1419 -4.1121 0.0 -0.1 0.0 0.243
H -0.8040 -1.7744 -0.9312 0.0 0.0 -0.1 -0.260
H 0.8129 -2.4248 -0.8861 0.0 0.0 0.0 0.390
H 2.0409 0.8701 -0.8460 0.1 -0.1 0.0 -0.352
H 1.5534 -0.6069 1.3453 0.0 0.0 0.0 -0.205
H -1.1434 0.9452 1.3645 0.1 0.0 0.0 0.435
H -1.3646 1.2757 -0.3402 -0.1 0.0 0.0 -0.574
H 0.7126 2.6460 -1.0299 0.0 0.0 0.0 0.023
H -0.6371 3.8277 -0.9050 0.0 -0.1 0.0 0.077
H 2.3155 5.7260 -0.6866 0.0 0.0 0.0 0.328
H 1.2946 4.9227 -1.8826 0.0 0.0 0.0 0.302
H 0.3940 6.9165 0.2506 0.0 0.0 0.0 0.214
H -0.7189 6.0356 -0.8029 0.0 0.0 0.0 0.291
H -0.3124 7.6317 -2.1773 0.0 0.0 0.0 0.310
N -2.4225 -5.2330 2.2336 0.0 0.0 0.0 0.035
C -2.9660 -3.9790 2.3186 0.0 0.0 0.0 -0.764
C -2.7896 -3.3628 1.1092 0.0 0.0 0.0 -0.110
C -2.1118 -4.2790 0.2595 0.0 0.0 0.0 -0.297
C -1.8990 -5.4219 0.9815 0.0 0.0 0.0 -0.671
H -2.3921 -5.9010 2.9799 0.0 0.0 0.0 0.180
H -3.4180 -3.6288 3.2308 0.0 0.0 0.0 0.381
H -3.0936 -2.3591 0.8626 0.0 0.0 0.0 0.397
H -1.7990 -4.1041 -0.7565 0.0 0.0 0.0 0.460
H -1.4117 -6.3444 0.7159 0.0 0.0 0.0 0.390
N 4.1404 -2.2508 2.2742 0.1 -0.1 0.0 0.058
C 5.3844 -2.0602 2.8082 0.0 0.0 0.0 -0.557
C 5.2409 -1.9366 4.1669 0.0 0.0 0.0 -0.363
C 3.8515 -2.0496 4.4559 0.1 -0.1 0.0 -0.491
C 3.2056 -2.2457 3.2639 -0.1 0.0 0.0 -0.405
H 3.9255 -2.3181 1.2957 -0.1 0.1 0.0 0.206
H 6.2584 -2.0107 2.1817 0.0 0.0 0.0 0.367
H 6.0389 -1.7641 4.8705 0.0 0.0 0.0 0.378
H 3.3806 -1.9735 5.4218 0.0 0.0 0.0 0.391
H 2.1613 -2.3445 3.0242 0.0 0.1 0.0 0.458
```
Positions in Å, forces in eV/Å.


The highest max |F| belongs to which entry?
C16H30FeO10


Among the records above, which one has the highest max |F|?
C16H30FeO10